Entry 1:
111
Properties=species:S:1:pos:R:3:forces:R:3 method="wB97M-V/def2-TZVPD" spin_multiplicity=1 homo_lumo_gap_ev=9.2 smiles="COP(=O)(OC)OC.COP(=O)(OC)OC.COP(=O)(OC)OC.CC(C)=O.CC(C)=O.CC(C)=O.CC(C)=O.CC(C)=O.CC(C)=O" e_lumo_ha=0.002 e_tot_ev=-93733.0388
C 19.533 43.045 37.456 -3.4997 -7.2143 -8.7341
C 19.987 43.598 36.124 -0.6887 2.7251 -1.3498
O 20.996 43.365 35.521 0.7845 -1.0780 0.5399
C 19.020 44.661 35.460 2.7427 -0.5723 -3.4927
H 19.846 43.492 38.189 1.5702 6.5624 7.9806
H 20.206 42.217 37.737 -0.4584 -0.9311 -1.1080
H 18.419 42.652 37.250 2.4471 1.2056 1.4398
H 19.325 45.062 34.309 -0.3732 -1.9684 2.8944
H 19.051 45.613 35.878 -0.4882 1.3339 1.7617
H 18.096 44.187 35.382 -2.0162 -0.1334 0.0524
C 28.047 36.534 37.564 3.4502 0.6993 1.2300
C 27.138 36.586 36.407 -1.1134 -0.3487 -0.0918
O 27.213 37.440 35.577 0.7282 1.4128 -0.9721
C 26.054 35.570 36.257 -0.5763 2.9792 -3.3800
H 28.732 37.456 37.503 -1.0236 -1.2550 -0.0290
H 28.817 35.652 37.597 -1.8631 1.2355 -0.0844
H 27.523 36.651 38.526 0.0125 -0.5219 -0.3497
H 26.533 34.769 35.860 1.2479 -3.3714 -0.2150
H 25.440 35.868 35.334 0.5711 0.0570 1.5270
H 25.456 35.528 37.080 -1.4532 -0.8548 2.3115
C 16.626 39.991 38.207 -0.2042 -5.1259 4.2938
C 15.687 40.565 39.291 -3.2908 1.4246 -4.4178
O 14.518 40.715 38.868 2.0338 -0.3661 2.0131
C 16.114 41.113 40.605 -0.9299 2.8044 1.0893
H 17.304 39.308 38.866 -0.2505 1.1902 -1.4138
H 17.155 40.611 37.632 2.3394 3.1001 -1.5288
H 16.258 39.264 37.449 -0.9578 0.6201 0.9155
H 15.313 40.966 41.368 0.8008 -0.3287 -0.5309
H 16.289 42.284 40.704 -0.8624 -2.0071 -1.1833
H 17.080 40.846 40.899 1.3134 -1.3359 0.7307
C 24.200 32.065 36.059 -7.1278 -4.2544 -1.1074
C 23.770 31.685 34.590 1.0487 -1.4057 -0.8946
O 24.328 30.776 33.971 -0.7761 1.5842 1.4147
C 22.640 32.453 33.925 -0.0520 0.9469 -0.1830
H 24.411 31.095 36.565 -0.4678 0.7150 -0.1216
H 23.330 32.639 36.493 1.1436 -0.6944 -0.0412
H 25.005 32.572 36.096 5.7339 3.9251 -0.0453
H 21.616 32.256 34.264 0.3647 0.6246 1.0122
H 22.462 32.309 32.898 0.5558 -1.8398 -1.6445
H 22.929 33.491 33.698 -0.3477 0.4057 1.5924
C 21.810 41.030 30.961 1.0538 -1.8253 2.7198
C 23.023 41.399 31.945 1.1001 1.2477 -2.4960
O 24.032 42.012 31.534 -2.7345 -1.5639 1.0136
C 22.953 40.917 33.367 -5.8105 4.9616 -0.5895
H 21.507 41.832 30.329 0.0130 0.6178 -0.4433
H 20.944 40.737 31.703 1.5284 0.1657 -2.0113
H 22.261 40.165 30.339 -1.2341 1.1719 0.9613
H 23.463 40.117 33.468 3.7683 -5.6686 0.8044
H 21.874 40.691 33.755 1.8842 0.4616 -0.8301
H 23.363 41.731 33.917 0.4275 0.4587 0.7985
C 23.334 35.043 39.335 2.8118 -1.8191 -0.4794
C 23.696 36.517 39.549 -0.7642 0.6418 -1.1610
O 24.488 37.067 38.791 -0.6934 -0.5743 1.3353
C 22.803 37.287 40.533 -2.0630 -3.0582 -1.9341
H 23.800 34.740 38.332 -0.0998 0.3621 1.5358
H 22.309 34.819 39.110 -0.8470 0.2823 0.7358
H 23.783 34.325 40.171 -1.1496 1.5732 -1.6692
H 22.961 36.948 41.518 0.4645 -0.2394 1.3682
H 21.704 36.821 40.301 2.3758 1.7068 0.3861
H 22.907 38.329 40.425 -0.1376 1.1578 -0.1348
C 21.613 35.275 35.926 -4.5018 2.5581 0.9355
O 22.636 36.285 36.057 1.3922 -1.8626 0.0564
P 22.293 37.780 36.142 -6.0147 4.6917 -3.9633
O 21.482 38.238 34.905 2.1854 -1.1622 2.4849
O 21.260 38.063 37.397 1.7538 -1.8529 1.1876
C 19.967 38.666 37.310 3.7842 3.8754 -4.1520
O 23.552 38.701 36.292 0.5801 -2.8251 0.1497
C 23.527 40.020 36.765 -4.0061 0.2865 -0.1031
H 20.858 35.259 35.071 1.4067 1.5766 0.2620
H 20.902 35.505 36.790 0.9759 -0.9579 -0.8257
H 21.842 34.272 35.838 2.1278 -1.7639 0.7865
H 19.598 39.177 38.131 0.3571 0.6895 2.4114
H 19.195 38.098 36.975 -1.7357 -2.3335 -1.3570
H 20.237 39.496 36.492 -1.6541 -1.5080 1.4964
H 24.457 40.298 36.965 4.5703 1.1968 -0.4661
H 23.292 39.939 37.879 -1.5104 0.7475 -1.4626
H 23.043 40.710 35.912 0.5400 -1.2868 2.7654
C 20.889 32.071 37.752 -1.7360 -3.7476 -3.9585
O 19.929 32.903 37.319 -4.7653 1.4463 -1.8557
P 18.546 32.271 36.631 -2.6094 0.0587 -2.5815
O 17.392 33.216 36.461 2.0582 -0.4476 1.3353
O 19.004 31.800 35.193 2.0117 -0.9344 -0.2445
C 18.827 32.636 34.047 1.5332 -5.4951 -1.9276
O 18.004 30.793 37.010 2.8322 0.4356 1.3899
C 16.909 30.151 36.310 -2.3139 2.0322 3.0543
H 20.486 31.620 38.543 -1.7010 -3.5095 2.8197
H 21.605 32.448 38.244 5.7824 4.3966 2.6999
H 21.292 31.440 36.963 -0.1255 -0.4214 0.1080
H 19.300 32.127 33.080 -1.0733 1.1428 2.2881
H 19.218 33.490 34.302 2.3390 5.0676 0.4251
H 17.824 32.693 34.057 -3.5998 0.7244 -1.3076
H 16.553 30.694 35.457 0.6631 -0.2023 -1.0587
H 16.148 30.500 37.056 -0.3440 -1.0050 -0.8027
H 16.859 29.058 36.333 1.0293 0.4187 -0.3650
C 20.822 37.644 32.108 -1.5728 -1.8417 4.5996
O 19.433 37.855 32.026 -3.0889 1.7355 2.4021
P 18.538 37.955 33.408 -2.3306 -1.3321 0.2320
O 17.072 37.948 33.194 0.8913 -0.6545 -0.8509
O 18.978 36.670 34.403 0.5721 1.4294 -0.9227
C 17.969 36.013 35.213 -3.1992 3.0963 -6.1303
O 18.797 39.308 34.182 1.2772 -1.2336 1.8819
C 18.453 40.583 33.681 0.5756 -0.3588 -2.2831
H 20.776 36.816 32.840 1.5812 -0.3950 -0.7913
H 21.397 38.356 32.627 0.5113 1.4820 0.0754
H 21.034 37.404 31.170 1.8393 -1.0718 -3.7593
H 18.193 35.512 35.996 3.6015 -3.7190 4.8577
H 17.369 35.301 34.573 0.3619 1.1767 0.6181
H 17.375 36.762 35.700 -1.0435 0.6455 -0.5085
H 19.006 40.421 32.637 -1.1415 2.2547 1.8277
H 18.811 41.351 34.452 -0.1622 -0.9939 -1.6141
H 17.346 40.694 33.483 1.1344 -0.2532 0.3509


Entry 2:
109
Properties=species:S:1:pos:R:3:forces:R:3 method="wB97M-V/def2-TZVPD" spin_multiplicity=2 homo_lumo_gap_ev="7.7 / 3.1" e_lumo_ha="-0.011 / -0.180" e_tot_ev=-74916.4274
P -0.214 1.151 0.805 -0.7329 0.8237 1.2042
F -1.695 1.125 1.533 0.5811 -0.3025 -1.1092
F 0.283 2.068 2.014 0.1289 1.0220 -0.4252
F 0.239 -0.109 1.659 0.1433 -1.2313 0.2236
F 1.233 1.222 0.091 0.5749 -0.0191 -0.1379
F -0.645 0.173 -0.375 -1.2064 -1.6086 -1.0630
F -0.683 2.362 -0.142 -0.1453 0.4169 0.5636
C 1.212 -0.606 -3.219 -1.8022 -1.0187 0.4063
C 1.978 -1.990 -2.931 1.4323 5.7878 0.7662
C 3.423 -1.445 -2.595 -0.0105 -1.4742 0.1862
C 4.286 -2.556 -1.904 0.0937 1.6216 -2.4413
C 3.574 -3.103 -0.737 0.0337 1.4241 0.9712
C 2.132 -3.617 -0.982 1.6247 -0.5321 3.2044
N 1.366 -2.528 -1.746 0.5952 -3.1418 -1.4538
O 0.048 -2.758 -2.046 1.0225 -0.4745 1.4533
C 2.228 -4.951 -1.739 -1.2887 -0.2254 -1.3760
C 1.572 -3.874 0.499 -2.5438 -0.0061 -1.2912
C 1.993 -2.849 -4.128 0.6161 -1.7983 -0.5048
H 0.904 -0.124 -2.291 0.6214 0.2045 0.3150
H 0.229 -0.828 -3.634 0.0216 -0.1606 -0.4951
H 1.654 0.149 -3.870 0.6727 -0.5488 0.0908
H 3.861 -1.123 -3.540 0.0303 -0.2238 -0.0923
H 3.347 -0.524 -2.019 -0.1157 -0.2398 0.4358
H 5.259 -2.111 -1.695 -0.0455 -0.0637 0.5545
H 4.528 -3.285 -2.677 -0.1252 -0.3936 0.0260
H 3.485 -2.273 -0.036 -0.2214 0.2323 0.1558
H 4.269 -3.739 -0.188 -0.7555 -0.9530 -0.0844
H 3.088 -5.041 -2.403 0.1737 0.2233 0.3299
H 2.155 -5.850 -1.126 0.2899 0.4641 0.5562
H 1.372 -5.071 -2.402 -0.2220 0.0451 -0.0905
H 2.125 -4.421 1.262 0.9915 0.3565 -0.6768
H 1.071 -3.028 0.969 0.7643 0.6689 -0.0770
H 0.686 -4.501 0.398 -0.1454 -0.4135 -0.3271
H 1.100 -3.439 -4.337 -0.2497 0.5628 -0.0833
H 2.769 -3.593 -3.950 0.1446 -0.0737 -0.3943
H 2.321 -2.220 -4.956 -0.3349 -0.1588 -0.0748
H -0.337 -2.010 -1.584 -1.3856 0.7549 0.4161
C -6.127 -0.892 3.881 0.0721 -1.2060 -1.7141
O -5.351 -1.494 2.824 -0.2233 1.9050 -1.1701
C -4.980 -0.438 1.881 1.9053 -1.5317 0.0334
C -4.056 -1.097 0.728 -1.7551 0.2734 2.0440
N -2.859 -1.671 1.391 -0.0126 -1.1609 -1.6927
C -2.344 -2.847 0.585 0.1059 1.7835 -0.9849
C -3.163 -4.072 0.591 -1.7157 -0.7169 1.0505
O -3.278 -4.460 1.938 -0.4756 -0.4993 -0.2090
C -2.834 -5.754 2.265 0.2923 1.1066 0.2554
H -6.957 -0.329 3.455 -0.3193 0.0184 -0.1099
H -5.558 -0.163 4.458 0.2339 -0.5208 0.5445
H -6.512 -1.825 4.294 -0.0657 0.6802 1.2301
H -4.356 0.234 2.470 0.1484 0.4019 -0.2318
H -5.847 0.113 1.517 -0.1788 -0.2123 -0.2500
H -3.704 -0.388 -0.021 -0.5106 0.3980 -0.0445
H -4.718 -1.816 0.246 0.2897 -0.3344 -0.0487
H -2.250 -0.911 1.122 1.0093 -0.1940 0.8941
H -1.307 -3.105 0.802 -0.0246 0.1591 0.7601
H -2.287 -2.558 -0.465 -0.0309 0.3677 -0.7185
H -2.883 -4.872 -0.094 1.2010 -0.1637 0.1525
H -4.196 -4.002 0.251 -0.2754 1.0994 -0.1635
H -1.817 -5.584 2.620 0.2649 -0.7954 0.3848
H -2.803 -6.416 1.400 -0.2825 -0.2708 0.0841
H -3.509 -6.064 3.063 0.3460 -0.6017 -0.0608
C 1.778 3.994 4.427 -0.2068 -1.3498 -0.5036
O 2.801 3.031 4.011 -1.1664 2.2056 1.2512
C 3.392 3.385 2.805 -0.6227 -0.0963 -0.8656
C 3.314 2.123 1.892 0.4633 2.1154 -0.0497
N 2.883 0.933 2.610 0.7926 -0.8528 -2.3076
C 3.459 -0.193 1.783 -3.7144 0.5264 1.1801
C 4.840 -0.458 2.151 0.9586 -0.2537 -0.5402
O 4.990 -0.269 3.533 1.1962 -1.1701 0.5164
C 6.158 -0.873 4.104 0.7950 -0.2188 -0.7288
H 1.464 3.604 5.395 -0.0320 0.6210 0.0287
H 0.923 4.014 3.751 -0.3387 -1.1335 -0.2952
H 1.928 5.070 4.347 1.5360 0.1280 0.8079
H 4.330 3.928 2.922 0.6290 -0.5830 0.2128
H 2.767 4.128 2.308 -0.1974 0.2205 -0.1294
H 4.214 2.000 1.290 0.3048 -0.1599 0.2754
H 2.541 2.416 1.181 0.2755 -0.2492 -0.1920
H 1.905 1.015 2.368 -0.1841 -0.9854 0.8691
H 3.221 -0.101 0.723 0.7666 0.6404 -0.5750
H 2.907 -1.119 1.945 -0.4767 -0.0139 0.9264
H 5.500 0.139 1.522 0.6317 0.2651 0.3523
H 4.911 -1.490 1.807 1.0703 -0.5236 0.3777
H 6.673 -1.616 3.495 -0.5447 -0.2881 -0.8738
H 6.017 -1.453 5.016 -0.7759 0.6364 0.2820
H 6.989 -0.180 4.229 -0.3464 0.6411 0.4215
C -5.901 5.970 -0.665 1.0288 1.5725 -1.4276
O -4.608 5.541 -0.301 -0.3235 -0.7912 0.9065
C -3.456 5.742 -1.144 -1.2926 0.8403 0.5010
C -2.508 4.628 -0.810 -0.6117 0.7215 1.3287
N -1.205 4.775 -1.400 -0.7272 -0.6352 -1.3480
C -1.288 4.518 -2.855 -0.4058 -0.6439 0.5118
C -1.737 3.098 -3.278 2.1019 -0.5129 0.1561
O -1.730 3.071 -4.713 0.3390 -0.8198 -0.1535
C -0.783 2.217 -5.390 -1.0393 -0.1833 0.2195
H -6.696 5.835 0.068 0.4448 -1.1516 0.0399
H -6.090 5.665 -1.694 -0.7124 -0.7440 0.0915
H -5.956 7.052 -0.783 0.4414 0.6429 0.1103
H -3.039 6.698 -0.828 0.3067 0.1856 -0.3887
H -3.729 5.786 -2.198 -0.2039 -0.0116 -0.1435
H -3.045 3.695 -0.982 0.1854 -0.3187 -0.0608
H -2.369 4.751 0.264 -0.0615 -0.4620 0.1732
H -0.712 3.975 -1.031 0.5926 0.3197 0.1184
H -0.266 4.693 -3.189 -0.2721 0.0194 -0.7310
H -2.037 5.134 -3.354 0.5156 0.7178 0.1112
H -2.609 2.646 -2.804 -0.8169 0.7816 -0.5691
H -1.003 2.397 -2.880 0.6427 -0.1656 -0.1937
H -1.265 1.903 -6.316 0.0723 0.4159 -0.2309
H -0.590 1.258 -4.909 -0.1463 0.0258 0.7207
H 0.194 2.648 -5.606 -0.0957 0.5431 0.1211